Record 1
{
  "formula": "H62O31",
  "method": "ωB97M-V with the def2-TZVPD basis set",
  "mol_weight_g_mol": 558.5,
  "spin_multiplicity": 1,
  "e_above_lowest_kcal_mol": 70.7,
  "homo_energy_ev": -9.51,
  "charge": 0,
  "orbital_gap_ha": 0.3235,
  "elements": ["O", "H", "H", "O", "H", "H", "O", "H", "H", "O", "H", "H", "O", "H", "H", "O", "H", "H", "O", "H", "H", "O", "H", "H", "O", "H", "H", "O", "H", "H", "O", "H", "H", "O", "H", "H", "O", "H", "H", "O", "H", "H", "O", "H", "H", "O", "H", "H", "O", "H", "H", "O", "H", "H", "O", "H", "H", "O", "H", "H", "O", "H", "H", "O", "H", "H", "O", "H", "H", "O", "H", "H", "O", "H", "H", "O", "H", "H", "O", "H", "H", "O", "H", "H", "O", "H", "H", "O", "H", "H", "O", "H", "H"],
  "positions_angstrom": [[2.993565, -19.999129, -4.578642], [2.977315, -20.917260, -4.848819], [3.835318, -19.670821, -4.894726], [-4.707166, -21.373747, -6.425680], [-5.544969, -20.933389, -6.568535], [-4.924744, -22.134699, -5.887310], [1.811942, -21.914363, -0.361865], [1.408680, -21.525780, -1.138152], [2.672164, -21.498463, -0.304618], [-1.475302, -23.482580, -1.357637], [-2.427152, -23.434279, -1.268915], [-1.191751, -22.569412, -1.401870], [-4.442757, -25.788673, -1.564457], [-3.877846, -25.138150, -1.147405], [-5.294431, -25.357398, -1.634356], [0.627689, -19.479245, -7.981679], [-0.305727, -19.671656, -7.892570], [0.692164, -18.973271, -8.791657], [-1.431246, -19.114388, 1.236564], [-0.792038, -19.741534, 1.574684], [-1.792720, -19.536656, 0.457304], [0.214683, -22.821276, -5.961766], [1.060370, -22.836693, -6.409890], [-0.369563, -22.365121, -6.567408], [-1.568624, -20.236229, -1.165932], [-1.834822, -19.359724, -1.443630], [-0.807817, -20.439621, -1.710017], [0.855412, -25.587394, -6.570217], [1.059908, -26.297549, -5.961872], [0.475904, -24.902051, -6.020194], [-1.581012, -21.925481, -3.943210], [-1.420811, -20.987043, -4.042730], [-0.963664, -22.339600, -4.546219], [2.258995, -21.693412, -7.701052], [3.050916, -21.340732, -8.106897], [1.603146, -21.005989, -7.817432], [-1.711801, -21.488311, -7.603983], [-2.111356, -21.985067, -8.317998], [-2.446135, -21.246304, -7.039699], [-1.076074, -19.330514, -5.034405], [-0.213025, -19.198822, -5.426866], [-1.690643, -19.198455, -5.756278], [-2.881543, -18.593882, -6.877300], [-3.830408, -18.467879, -6.873993], [-2.538498, -17.821889, -7.327390], [-5.936581, -23.391493, -5.054334], [-5.584446, -24.257809, -5.258644], [-6.886209, -23.500319, -5.105276], [-3.786279, -23.138069, -2.906300], [-2.958965, -22.693459, -3.090969], [-3.820377, -23.854546, -3.540121], [0.304453, -17.894429, -2.609773], [-0.111913, -18.100970, -3.446560], [0.270242, -16.939471, -2.553937], [-4.419161, -21.075551, -0.385391], [-3.590768, -20.643649, -0.593884], [-4.947416, -20.393802, 0.029811], [1.323705, -26.856035, -3.101020], [0.504788, -26.388083, -3.264226], [1.278189, -27.624835, -3.669446], [-2.581345, -17.955431, -1.783645], [-2.443844, -17.435732, -0.991661], [-2.213448, -17.421615, -2.487856], [1.216619, -17.653327, -5.521396], [1.440163, -17.947701, -6.404345], [1.789603, -18.161102, -4.946856], [-6.365638, -23.917182, -1.341424], [-6.725785, -23.779058, -0.465377], [-5.630318, -23.306953, -1.397560], [-3.544879, -23.997275, 0.210331], [-3.751214, -24.386120, 1.060310], [-3.653463, -23.055754, 0.344435], [-5.848219, -20.796266, -3.226626], [-5.551504, -21.276726, -2.453741], [-5.810801, -21.437154, -3.936620], [-1.141961, -25.701339, -3.218792], [-1.864487, -25.365589, -3.749318], [-1.043876, -25.060979, -2.514121], [-4.617130, -18.335480, -4.275358], [-4.782393, -19.201969, -3.903705], [-3.665260, -18.290671, -4.365706], [-4.579643, -25.167411, -7.275394], [-5.296079, -24.809074, -7.799379], [-3.844654, -24.576016, -7.437505], [1.371385, -20.213154, -2.322055], [1.666018, -20.303880, -3.228255], [1.139793, -19.288343, -2.236456], [-3.394532, -25.224027, -4.644441], [-3.874250, -25.909335, -4.179198], [-3.709357, -25.280914, -5.546598], [3.166112, -22.479390, -5.399993], [3.496148, -23.368593, -5.528943], [2.907427, -22.190168, -6.275024]],
  "forces_ev_per_angstrom": [[-0.288, 1.279, -0.116], [0.168, -0.945, 0.060], [0.238, 0.070, 0.116], [0.710, 0.534, -0.658], [-0.163, 0.148, -0.019], [-0.260, -0.492, 0.424], [-0.026, -0.707, 0.870], [0.102, 0.332, -0.312], [0.085, 0.110, -0.091], [0.730, -0.192, 0.045], [-0.167, -0.179, -0.092], [0.177, 0.136, -0.121], [0.237, -1.361, -0.835], [0.073, 0.227, 0.133], [-0.265, 0.277, 0.190], [0.342, 0.267, 0.120], [-0.653, -0.466, 0.119], [0.105, 0.134, -0.321], [-0.337, 0.801, 0.792], [0.181, -0.173, -0.035], [0.404, -0.461, -0.214], [-0.083, -0.194, 0.366], [0.321, -0.092, 0.079], [-0.536, 0.164, -0.479], [-0.338, -1.234, 0.169], [-0.195, 0.754, -0.587], [0.593, -0.210, -0.132], [0.175, -0.183, -0.434], [0.078, -0.159, 0.227], [-0.265, 0.395, 0.271], [-0.346, -0.042, 0.298], [0.023, 0.485, -0.212], [0.541, -0.353, -0.097], [0.424, -0.465, -0.394], [0.256, -0.002, -0.266], [-0.586, 0.681, -0.008], [0.568, 0.127, -0.176], [-0.051, -0.112, -0.233], [-0.636, 0.206, 0.447], [0.248, -0.236, 0.829], [0.552, 0.229, -0.021], [-0.721, 0.182, -0.259], [0.198, -0.005, -0.424], [-0.458, -0.165, 0.359], [0.131, 0.291, -0.108], [-0.199, 0.151, -0.034], [0.309, -0.329, 0.028], [-0.352, 0.053, 0.103], [-1.106, 0.364, 0.818], [0.586, 0.405, -0.370], [0.043, -0.290, -0.138], [-0.203, 0.616, 0.181], [-0.296, -0.285, -0.645], [0.252, 0.281, 0.124], [-0.397, -0.431, 0.087], [0.652, 0.011, -0.391], [-0.202, 0.159, 0.174], [1.004, -0.270, -0.090], [-0.863, 0.341, -0.012], [-0.023, -0.242, 0.024], [-0.490, 0.315, -0.033], [0.048, 0.221, 0.430], [0.053, 0.049, -0.225], [-0.364, 0.369, 0.018], [0.074, -0.179, -0.309], [0.456, -0.377, 0.283], [-0.740, 0.113, -0.175], [-0.110, -0.049, 0.224], [0.640, 0.241, -0.193], [-0.299, 0.051, 0.525], [0.023, -0.296, 0.157], [-0.103, 0.618, -0.030], [-0.318, 0.695, -0.238], [0.408, -0.192, 0.282], [0.199, -0.395, -0.018], [0.452, -0.443, -0.123], [-0.138, 0.043, -0.304], [-0.011, 0.587, 0.601], [0.039, 0.639, -0.531], [-0.392, -0.711, 0.422], [0.233, -0.047, -0.003], [0.040, -0.198, 0.228], [-0.274, 0.074, -0.121], [0.312, 0.231, -0.231], [-0.407, -0.686, -0.001], [0.360, -0.075, -0.185], [-0.002, 0.484, 0.238], [-0.256, 0.169, -0.269], [-0.105, -0.454, 0.671], [-0.027, -0.172, -0.428], [0.414, -0.420, 0.564], [0.103, -0.303, 0.355], [-0.310, 0.166, -0.705]]
}



Record 2
{
  "formula": "H6N2",
  "method": "ωB97M-V with the def2-TZVPD basis set",
  "mol_weight_g_mol": 34.1,
  "spin_multiplicity": 1,
  "e_above_lowest_kcal_mol": 8.7,
  "homo_energy_ev": -9.60,
  "charge": 0,
  "orbital_gap_ha": 0.4014,
  "elements": ["N", "H", "H", "H", "N", "H", "H", "H"],
  "positions_angstrom": [[-6.346931, 1.033892, 0.329956], [-5.341536, 0.976969, 0.213379], [-6.754313, 0.505657, -0.409903], [-6.630774, 1.992638, 0.162223], [6.299845, -1.014067, -0.264697], [5.911386, -0.568738, 0.532440], [7.209533, -1.443043, -0.414405], [5.578168, -1.614480, -0.639970]],
  "forces_ev_per_angstrom": [[0.200, 0.416, 0.419], [-0.051, 0.099, 0.015], [-0.304, -0.547, -0.541], [0.155, 0.033, 0.107], [-0.737, -0.700, -1.963], [0.942, 0.120, 0.951], [-0.405, 0.575, 1.125], [0.200, 0.004, -0.113]]
}



Record 3
{
  "formula": "H6N2O3Si",
  "method": "ωB97M-V with the def2-TZVPD basis set",
  "mol_weight_g_mol": 110.1,
  "spin_multiplicity": 1,
  "e_above_lowest_kcal_mol": 37.5,
  "homo_energy_ev": -7.77,
  "charge": 0,
  "orbital_gap_ha": 0.2951,
  "elements": ["N", "N", "Si", "O", "O", "O", "H", "H", "H", "H", "H", "H"],
  "positions_angstrom": [[-1.603345, 1.021747, -1.046370], [-1.230444, 0.592188, 0.132116], [0.655153, -0.484194, 0.485897], [1.669064, -0.453829, -0.809524], [0.246244, -1.986092, 0.651231], [1.273518, 0.499732, 1.609412], [-1.207223, 1.929080, -1.414013], [-1.422723, 0.326438, -1.801600], [-1.998050, 0.128479, 0.689890], [2.418938, 0.148417, -0.691514], [0.409119, -2.450769, -0.192878], [0.789749, 0.728804, 2.387353]],
  "forces_ev_per_angstrom": [[-0.783, 0.985, -5.457], [3.641, -3.075, 5.411], [-3.200, 4.828, -1.928], [0.192, 0.427, 0.447], [-0.253, -2.626, 0.123], [1.054, -0.898, -0.103], [-0.337, -1.247, 1.228], [-0.386, 0.785, 0.443], [1.039, 0.724, -1.209], [-0.281, -0.138, -0.250], [-0.137, -0.052, 0.718], [-0.549, 0.287, 0.577]]
}



- What is the charge in the first record?
  0



- charge of number 1 (H62O31)?
  0



- charge of number 2 (H6N2)?
  0